[1]
C4H29NO10S | wB97M-V/def2-TZVPD

XYZ file:
```
45
Properties=species:S:1:pos:R:3
C 2.190 -1.234 -0.928
N 0.914 -1.837 -1.393
C -0.371 -1.171 -1.220
C -1.288 -2.121 -0.547
S -2.986 -1.976 -1.070
C -0.280 0.052 -0.262
O -0.168 1.259 -1.017
H 2.310 -0.350 -1.585
H 2.198 -0.961 0.093
H 2.953 -1.981 -0.989
H 0.937 -1.832 -2.511
H -0.886 -0.692 -2.024
H -1.224 -1.979 0.623
H -1.044 -3.257 -0.580
H -3.244 -0.674 -0.835
H -1.191 0.174 0.435
H 0.631 -0.075 0.321
H -0.766 1.980 -0.557
H 0.993 -4.696 0.629
H 0.846 -3.382 -0.198
O 0.455 -3.963 0.492
H 2.349 1.222 -1.692
H 1.321 2.035 -1.733
O 2.097 2.011 -2.255
H 1.202 -2.283 3.229
H 0.874 -3.484 2.212
O 1.337 -3.283 2.957
H 2.646 3.229 -0.044
H 2.704 3.391 -1.533
O 3.231 3.558 -0.695
H -2.280 2.491 0.698
H -1.685 3.612 1.588
O -1.581 3.220 0.746
H 0.908 -0.002 -4.381
H -0.658 0.299 -4.299
O -0.014 -0.409 -4.506
H -1.644 0.773 3.840
H -1.038 1.802 3.224
O -1.888 1.489 3.216
H -4.474 0.731 1.384
H -3.235 0.405 2.028
O -3.547 0.501 1.143
H 0.498 3.175 2.906
H 1.145 2.035 2.138
O 0.755 2.198 2.953
```

Calculated values
multiplicity	2
<S²>	0.7534
highest occupied orbital energy (spin up / spin down)	-12.74 / -12.74	eV
total charge	+1
Kohn-Sham gap (spin up / spin down)	9.557 / 4.197	eV
E	-1374.68259	Eh

---

[2]
C4H2Br2N2O5 | wB97M-V/def2-TZVPD

XYZ file:
```
15
Properties=species:S:1:pos:R:3
C 1.772 -2.129 0.963
C -0.849 1.478 0.155
C -1.638 0.248 -0.023
C 0.560 1.027 0.164
N -1.360 -0.589 -0.954
N 0.968 0.358 -0.857
O -1.711 -1.655 -1.324
O -0.024 -0.091 -1.690
O 2.620 -2.578 0.356
O 0.787 -1.681 1.405
O 2.117 0.037 -1.212
Br -2.880 -0.225 1.264
Br 1.832 1.596 1.398
H -1.038 2.250 -0.685
H -1.157 1.952 1.040
```

Calculated values
energy above the lowest of the compared OMol25 structures with the same formula, charge and spin	0.0	kcal/mol
highest occupied orbital energy (spin up / spin down)	-9.24 / -9.24	eV
Kohn-Sham gap (spin up / spin down)	8.723 / 8.724	eV
SMILES	[O-][N+]1=C(Br)CC(Br)=[N+]([O-])O1.O=C=O
E	-5787.14265	Eh

---

[3]
C4H2BrOS | wB97M-V/def2-TZVPD

XYZ file:
```
9
Properties=species:S:1:pos:R:3
C -0.752 0.354 0.000
C -0.049 -0.807 0.000
C -2.111 -0.024 0.000
C -2.177 -1.411 0.000
O -0.890 -1.879 0.000
S -3.471 -2.474 0.000
Br -3.562 1.179 0.000
H -0.366 1.356 0.000
H 1.003 -1.016 0.000
```

Calculated values
energy above the lowest of the compared OMol25 structures with the same formula, charge and spin	0.0	kcal/mol
highest occupied orbital energy	-2.56	eV
total charge	-1
Kohn-Sham gap	5.938	eV
SMILES	[S-]c1occc1Br
E	-3201.10235	Eh

---

[4]
C4H2Cl2N2O2 | wB97M-V/def2-TZVPD

XYZ file:
```
12
Properties=species:S:1:pos:R:3
C -0.979 0.591 0.986
C 0.533 -1.202 0.958
C 2.785 -0.268 -0.722
C -1.391 0.100 -0.424
N -0.110 -0.348 1.477
N -0.844 -0.926 -0.839
O 2.948 -1.300 -0.251
O 2.498 0.794 -1.051
Cl -2.411 1.195 -1.258
Cl -0.229 2.182 1.189
H -1.923 0.538 1.652
H -0.877 -1.356 -1.716
```

Calculated values
multiplicity	3
energy above the lowest of the compared OMol25 structures with the same formula, charge and spin	0.0	kcal/mol
<S²>	2.0131
highest occupied orbital energy (spin up / spin down)	-6.23 / -11.00	eV
Kohn-Sham gap (spin up / spin down)	6.729 / 7.289	eV
E	-1333.78574	Eh

---

[5]
C4H2Cl4 | wB97M-V/def2-TZVPD

XYZ file:
```
10
Properties=species:S:1:pos:R:3
C 0.773 -0.924 0.134
C 0.997 0.486 0.292
C -0.313 -0.084 0.053
C -1.772 0.120 -0.051
Cl 1.600 -2.382 0.242
Cl 1.715 1.628 1.259
Cl 3.440 1.284 -1.384
Cl -2.408 -1.502 -0.418
H -1.880 0.918 -0.941
H -2.151 0.456 0.816
```

Calculated values
energy above the lowest of the compared OMol25 structures with the same formula, charge and spin	80.4	kcal/mol
highest occupied orbital energy	-7.93	eV
Kohn-Sham gap	6.341	eV
E	-1994.20494	Eh

---

[6]
C4H2ClF3O | wB97M-V/def2-TZVPD

XYZ file:
```
11
Properties=species:S:1:pos:R:3
C 0.283 1.280 -0.743
C 0.650 -0.630 0.802
C -0.328 0.414 0.239
C -0.465 -1.052 -0.018
O 1.124 0.890 -1.543
F -1.205 1.075 0.994
F -0.221 -1.594 -1.237
F -1.490 -1.720 0.481
Cl -0.615 2.782 -0.940
H 1.587 -0.635 0.077
H 0.681 -0.811 1.887
```

Calculated values
energy above the lowest of the compared OMol25 structures with the same formula, charge and spin	14.3	kcal/mol
highest occupied orbital energy	-11.31	eV
Kohn-Sham gap	11.251	eV
SMILES	O=C(Cl)[C@]1(F)CC1(F)F
E	-988.59106	Eh

---

[7]
C4H2ClFS | wB97M-V/def2-TZVPD

XYZ file:
```
9
Properties=species:S:1:pos:R:3
C -1.004 -0.727 -1.560
C 2.140 0.833 2.029
C -1.681 -0.272 -0.501
C 1.088 1.094 1.486
F -2.070 -1.009 0.515
S -0.146 -0.041 -2.858
Cl -0.146 1.251 0.435
H -1.276 -1.719 -1.925
H 3.094 0.590 2.379
```

Calculated values
energy above the lowest of the compared OMol25 structures with the same formula, charge and spin	161.9	kcal/mol
highest occupied orbital energy (spin up / spin down)	-8.99 / -8.83	eV
Kohn-Sham gap (spin up / spin down)	7.371 / 6.690	eV
E	-1111.59494	Eh

---

[8]
C4H2ClN | wB97M-V/def2-TZVPD

XYZ file:
```
8
Properties=species:S:1:pos:R:3
C -1.635 -1.288 0.079
C -1.463 -0.283 -0.817
C 1.465 0.572 0.355
C -0.940 0.346 -1.721
N 2.216 0.187 1.158
Cl -2.058 -0.749 1.652
H -0.644 0.956 -2.489
H 3.060 0.258 1.783
```

Calculated values
energy above the lowest of the compared OMol25 structures with the same formula, charge and spin	97.9	kcal/mol
highest occupied orbital energy	-8.62	eV
Kohn-Sham gap	7.458	eV
E	-668.32963	Eh

---

[9]
C4H2ClN3S | wB97M-V/def2-TZVPD

XYZ file:
```
11
Properties=species:S:1:pos:R:3
C 0.529 1.773 -0.220
C -0.710 1.130 -0.665
C -0.083 0.302 1.189
C 0.289 -2.668 -0.409
N 0.890 1.254 0.905
N 0.776 -2.832 0.613
N -1.065 0.247 0.208
S -0.060 -0.658 2.508
Cl -0.373 -2.429 -1.855
H 1.073 2.558 -0.711
H -1.267 1.324 -1.563
```

Calculated values
energy above the lowest of the compared OMol25 structures with the same formula, charge and spin	1.0	kcal/mol
highest occupied orbital energy (spin up / spin down)	-9.42 / -9.42	eV
Kohn-Sham gap (spin up / spin down)	7.161 / 7.162	eV
SMILES	S=C1N=CC=N1.N#CCl
E	-1176.18134	Eh

---

[10]
C4H2CsO | wB97M-V/def2-TZVPD

XYZ file:
```
8
Properties=species:S:1:pos:R:3
C -0.946 -1.456 0.388
C -0.022 -1.639 -0.461
H 0.928 -1.924 -0.895
O -1.151 1.662 0.257
C -1.248 0.889 -0.674
C -1.365 -0.510 -0.816
H -2.180 -0.867 -1.456
Cs 2.129 0.038 0.316
```

Calculated values
multiplicity	2
energy above the lowest of the compared OMol25 structures with the same formula, charge and spin	28.4	kcal/mol
<S²>	0.7553
highest occupied orbital energy (spin up / spin down)	-5.82 / -6.55	eV
Kohn-Sham gap (spin up / spin down)	4.925 / 5.635	eV
E	-248.74888	Eh

---

[11]
C4H2F2 | wB97M-V/def2-TZVPD

XYZ file:
```
8
Properties=species:S:1:pos:R:3
C 2.646 -1.049 0.425
C 1.668 -0.304 0.296
C 0.209 0.027 0.108
C 1.134 1.090 0.440
F 1.047 1.703 1.825
F 1.690 2.068 -0.258
H -0.193 0.150 -0.920
H -0.438 -0.158 0.879
```

Calculated values
energy above the lowest of the compared OMol25 structures with the same formula, charge and spin	78.6	kcal/mol
highest occupied orbital energy	-11.11	eV
Kohn-Sham gap	10.137	eV
E	-353.13540	Eh

---

[12]
C4H2F2O | wB97M-V/def2-TZVPD

XYZ file:
```
9
Properties=species:S:1:pos:R:3
C 3.290 1.807 0.147
C 2.615 0.761 0.292
C 0.548 -0.183 -0.328
C 1.851 -0.344 0.386
O 0.066 -0.956 -1.071
F 2.183 -1.343 1.148
F -1.410 0.384 2.179
H 0.314 0.893 -0.503
H -2.039 0.450 2.860
```

Calculated values
energy above the lowest of the compared OMol25 structures with the same formula, charge and spin	108.9	kcal/mol
highest occupied orbital energy	-10.94	eV
Kohn-Sham gap	8.575	eV
E	-428.38023	Eh

---

[13]
C4H2F2O | wB97M-V/def2-TZVPD

XYZ file:
```
9
Properties=species:S:1:pos:R:3
C -0.227 0.592 -0.845
C -0.382 -0.486 -0.357
C 3.026 0.708 0.844
C 3.593 -0.112 0.000
O 2.261 1.190 1.605
F 3.491 -0.037 -1.306
F 4.588 -0.869 0.437
H 0.220 1.381 -1.486
H -0.766 -1.355 0.079
```

Calculated values
multiplicity	3
energy above the lowest of the compared OMol25 structures with the same formula, charge and spin	36.1	kcal/mol
<S²>	2.0101
highest occupied orbital energy (spin up / spin down)	-7.38 / -10.83	eV
Kohn-Sham gap (spin up / spin down)	7.999 / 8.980	eV
E	-428.34963	Eh

---

[14]
C4H2F2O | wB97M-V/def2-TZVPD

XYZ file:
```
9
Properties=species:S:1:pos:R:3
C 3.290 1.807 0.147
C 2.615 0.761 0.292
C 0.548 -0.183 -0.328
C 1.851 -0.344 0.386
O 0.066 -0.956 -1.071
F 2.183 -1.343 1.148
F -1.410 0.384 2.179
H 0.314 0.893 -0.503
H -2.039 0.450 2.860
```

Calculated values
multiplicity	3
energy above the lowest of the compared OMol25 structures with the same formula, charge and spin	54.0	kcal/mol
<S²>	2.0697
highest occupied orbital energy (spin up / spin down)	-8.88 / -10.22	eV
Kohn-Sham gap (spin up / spin down)	9.177 / 6.767	eV
E	-428.32113	Eh

---

[15]
C4H2F2OS | wB97M-V/def2-TZVPD

XYZ file:
```
10
Properties=species:S:1:pos:R:3
C -0.590 -0.379 -0.049
C 0.390 -0.421 1.002
C 1.279 0.646 -0.590
C 0.058 0.439 -0.974
H -2.336 -1.288 1.151
H 0.059 -0.814 2.118
O 1.467 0.431 0.718
F 2.313 1.374 -1.211
F -0.562 1.102 -1.924
S -2.078 -1.090 -0.241
```

Calculated values
energy above the lowest of the compared OMol25 structures with the same formula, charge and spin	40.9	kcal/mol
highest occupied orbital energy	-8.69	eV
Kohn-Sham gap	9.111	eV
SMILES	Fc1occ(S)c1F
E	-826.66721	Eh

---

[16]
C4H2FO2 | wB97M-V/def2-TZVPD

XYZ file:
```
9
Properties=species:S:1:pos:R:3
C -0.150 1.615 -0.448
C -0.283 1.193 0.759
C -1.431 1.807 2.361
C 0.514 0.299 -0.151
O -1.882 2.860 2.038
O -1.319 1.022 3.257
F 1.913 -0.028 0.155
H -0.328 2.392 -1.100
H 0.007 -0.670 -0.509
```

Calculated values
energy above the lowest of the compared OMol25 structures with the same formula, charge and spin	19.6	kcal/mol
highest occupied orbital energy	-3.97	eV
total charge	-1
Kohn-Sham gap	8.289	eV
E	-403.91490	Eh

---

[17]
C4H2FeLiO2 | wB97M-V/def2-TZVPD

XYZ file:
```
10
Properties=species:S:1:pos:R:3
H -2.842 0.849 -0.796
O -2.293 -0.161 0.922
C -2.001 0.481 -0.181
C -0.713 0.670 -0.599
C 0.590 0.574 -0.229
Li -0.558 -0.688 1.433
O 2.696 -0.617 0.146
C 1.483 -0.775 -0.321
Fe 2.300 1.228 0.715
H 1.337 -1.561 -1.090
```

Calculated values
multiplicity	7
energy above the lowest of the compared OMol25 structures with the same formula, charge and spin	0.0	kcal/mol
<S²>	12.0841
highest occupied orbital energy (spin up / spin down)	-11.77 / -14.58	eV
total charge	+1
Kohn-Sham gap (spin up / spin down)	6.127 / 8.279	eV
E	-1574.90219	Eh

---

[18]
C4H2HgO6 | wB97M-V/def2-TZVPD

XYZ file:
```
13
Properties=species:S:1:pos:R:3
O -3.273 1.012 -0.445
C -2.300 0.813 -1.083
O -1.079 -0.336 0.845
O -1.361 1.023 -1.816
Hg -3.377 0.246 1.967
H 0.890 1.374 -0.241
O 1.284 -0.671 -1.303
O 2.127 -2.050 0.185
O 2.642 0.103 -0.078
C 0.983 0.281 -0.273
C 0.350 -0.449 0.911
C 2.371 -1.081 -0.595
H 0.743 -0.267 1.926
```

Calculated values
multiplicity	2
energy above the lowest of the compared OMol25 structures with the same formula, charge and spin	59.8	kcal/mol
<S²>	0.7516
highest occupied orbital energy (spin up / spin down)	-14.50 / -14.50	eV
total charge	+1
Kohn-Sham gap (spin up / spin down)	8.197 / 6.068	eV
E	-757.95342	Eh

---

[19]
C4H2IN | wB97M-V/def2-TZVPD

XYZ file:
```
8
Properties=species:S:1:pos:R:3
C 0.334 1.593 -0.795
C 0.522 0.838 0.370
C -1.314 -1.458 0.358
C -0.301 -0.337 0.476
N 0.152 2.059 -1.833
I -0.577 -2.780 -1.111
H -0.063 -0.948 1.528
H 1.247 1.034 1.008
```

Calculated values
energy above the lowest of the compared OMol25 structures with the same formula, charge and spin	54.6	kcal/mol
highest occupied orbital energy	-9.45	eV
Kohn-Sham gap	7.921	eV
E	-505.86010	Eh

---

[20]
C4H2InO | wB97M-V/def2-TZVPD

XYZ file:
```
8
Properties=species:S:1:pos:R:3
C 0.472 0.609 1.383
C 0.805 -0.615 1.404
H 1.372 -1.520 1.581
O 1.032 0.347 -1.648
C -0.109 0.359 -1.141
C -0.400 0.034 0.223
H -1.457 -0.166 0.448
In -1.716 0.952 -2.251
```

Calculated values
energy above the lowest of the compared OMol25 structures with the same formula, charge and spin	0.0	kcal/mol
highest occupied orbital energy (spin up / spin down)	-13.74 / -13.99	eV
total charge	+1
Kohn-Sham gap (spin up / spin down)	6.929 / 6.771	eV
E	-418.45752	Eh